8
Properties=species:S:1:pos:R:3:mulliken_charge:R:1 method="wB97M-V/def2-TZVPD" e_above_lowest_kcal_mol=81.1 gap_ha=0.2966 total_charge=0
P -0.669 -0.734 0.884 -0.033
O 1.467 -0.568 -0.226 -0.415
N -2.956 0.654 1.341 -0.246
N -2.059 -0.003 1.157 0.270
C 1.767 0.381 -0.900 -0.039
H 2.697 0.990 -0.517 0.198
H -1.517 -1.481 0.096 0.019
H 1.271 0.761 -1.834 0.246



8
Properties=species:S:1:pos:R:3:mulliken_charge:R:1 method="wB97M-V/def2-TZVPD" smiles="CN([S-])N=O" e_above_lowest_kcal_mol=13.0 gap_ha=0.2554 total_charge=-1
S 2.245 -3.000 1.019 -0.628
O 1.201 0.554 1.918 -0.569
N 1.873 -0.520 2.142 -0.146
N 1.649 -1.463 1.271 0.346
C 0.867 -1.110 0.101 -0.756
H 0.467 -1.867 -0.611 0.275
H -0.005 -0.406 0.570 0.210
H 1.446 -0.279 -0.308 0.269



7
Properties=species:S:1:pos:R:3:mulliken_charge:R:1 method="wB97M-V/def2-TZVPD" smiles="[H]/N=C1/[NH2+]S1" e_above_lowest_kcal_mol=25.3 gap_ha=0.3437 total_charge=+1
S 1.930 0.148 -0.036 0.192
N -1.051 1.039 -0.022 -0.394
N 0.396 -0.921 -0.023 -0.256
C 0.082 0.489 0.015 0.363
H 0.126 -1.521 -0.851 0.374
H -0.069 -1.261 0.888 0.384
H -1.413 2.027 0.029 0.337



8
Properties=species:S:1:pos:R:3:mulliken_charge:R:1 method="wB97M-V/def2-TZVPD" smiles="[H]/N=N/C(N)=O" e_above_lowest_kcal_mol=71.7 gap_ha=0.3012 total_charge=0
O 2.022 -0.516 -0.375 -0.479
N -0.062 0.481 -0.830 -0.397
N -1.067 -0.519 0.757 -0.259
N 0.192 -0.680 1.073 -0.158
C 0.914 -0.233 0.020 0.605
H -1.612 -0.451 1.637 0.241
H -0.610 1.262 -0.489 0.228
H 0.222 0.655 -1.791 0.220



9
Properties=species:S:1:pos:R:3:mulliken_charge:R:1 method="wB97M-V/def2-TZVPD" e_above_lowest_kcal_mol=206.2 gap_ha="0.3168 / 0.3017" total_charge=0
O -0.048 1.660 1.117 -0.460
O 1.646 -0.752 -0.872 -0.020
N 0.668 -1.141 -0.147 -0.178
N 1.924 0.549 -1.157 -0.363
N -0.589 0.520 1.096 0.092
C -0.330 -0.612 0.526 0.188
H -1.389 0.659 1.749 0.261
H 2.705 0.516 -1.820 0.249
H -0.966 -1.540 0.733 0.232



10
Properties=species:S:1:pos:R:3:mulliken_charge:R:1 method="wB97M-V/def2-TZVPD" e_above_lowest_kcal_mol=116.6 gap_ha="0.3440 / 0.2415" total_charge=0
S -1.308 0.021 0.011 1.083
O -2.070 1.136 -0.350 -0.535
O -1.252 -1.213 -0.808 -0.520
N -1.059 -0.264 1.543 -0.363
N 1.713 -1.265 -0.045 -0.428
N 0.327 0.689 -0.238 -0.295
C 1.409 -0.117 -0.253 0.196
H 0.350 1.516 -0.841 0.301
H 2.340 0.573 -0.675 0.227
H -0.450 -1.076 1.656 0.333



10
Properties=species:S:1:pos:R:3:mulliken_charge:R:1 method="wB97M-V/def2-TZVPD" e_above_lowest_kcal_mol=223.6 gap_ha="0.2742 / 0.2777" total_charge=0
S 1.409 1.716 0.632 -0.105
O -1.207 -1.698 -0.090 -0.446
O -2.669 -0.363 -1.020 -0.610
N -1.033 0.497 0.043 -0.149
N -1.635 -0.650 -0.449 1.002
N 1.498 -1.330 -0.243 -0.374
C 0.287 0.463 0.205 0.173
H 2.462 1.059 0.901 0.140
H 2.438 -1.011 -0.067 0.120
H -1.551 1.318 0.089 0.249



10
Properties=species:S:1:pos:R:3:mulliken_charge:R:1 method="wB97M-V/def2-TZVPD" smiles="O=S1(=O)N=NCN1" e_above_lowest_kcal_mol=60.0 gap_ha=0.3630 total_charge=0
S 1.219 0.393 -0.021 1.030
O 1.884 0.566 -1.264 -0.545
O 1.756 0.940 1.198 -0.578
N 0.951 -1.305 0.279 -0.088
N -0.412 -1.487 0.267 -0.183
N -0.382 0.895 -0.160 -0.404
C -1.154 -0.351 -0.181 -0.168
H -2.135 -0.349 0.337 0.327
H -1.337 -0.779 -1.183 0.230
H -0.389 1.477 0.727 0.378



Repeat the fifth record exactly.
9
Properties=species:S:1:pos:R:3:mulliken_charge:R:1 method="wB97M-V/def2-TZVPD" e_above_lowest_kcal_mol=206.2 gap_ha="0.3168 / 0.3017" total_charge=0
O -0.048 1.660 1.117 -0.460
O 1.646 -0.752 -0.872 -0.020
N 0.668 -1.141 -0.147 -0.178
N 1.924 0.549 -1.157 -0.363
N -0.589 0.520 1.096 0.092
C -0.330 -0.612 0.526 0.188
H -1.389 0.659 1.749 0.261
H 2.705 0.516 -1.820 0.249
H -0.966 -1.540 0.733 0.232